No. 1
{"formula": "C16H24ClN2O3", "method": "ωB97M-V/def2-TZVPD", "symbols": ["H", "N", "H", "O", "C", "H", "C", "H", "H", "C", "O", "H", "C", "C", "C", "H", "C", "C", "H", "Cl", "H", "H", "C", "C", "H", "C", "H", "H", "H", "C", "O", "H", "H", "C", "H", "H", "C", "H", "H", "H", "H", "C", "N", "C", "H", "H"], "xyz": [[0.997, -1.658, 1.927], [1.974, -0.264, -0.212], [2.381, 1.147, -1.735], [1.503, 1.840, 1.372], [-2.527, 1.448, 1.254], [0.948, -0.169, 0.075], [-0.331, -2.018, -0.413], [0.829, 2.441, 1.722], [2.534, -2.387, 2.377], [1.906, -1.287, -1.274], [-0.541, -0.863, -0.046], [-1.107, -3.871, -0.803], [1.684, 2.184, 0.021], [2.478, 1.053, -0.653], [1.963, -1.986, 1.541], [1.421, -0.854, -2.152], [0.314, 2.408, -0.644], [-1.772, 3.406, -0.113], [2.768, 0.008, 1.702], [-4.292, -2.023, 0.403], [0.438, 2.857, -1.640], [-2.241, -2.684, -0.233], [-3.075, 1.472, -1.079], [2.705, -0.789, 0.962], [2.263, 3.117, -0.057], [-3.635, -0.416, 0.266], [3.712, -1.073, 0.643], [2.733, -3.483, 0.192], [-2.088, 1.929, 2.115], [1.766, -3.068, 0.482], [-0.395, 3.276, 0.212], [-3.071, 1.966, -2.039], [1.038, -3.237, -1.550], [-3.649, 0.218, -0.963], [3.534, 1.132, -0.389], [-2.153, 4.140, 0.601], [1.087, -2.479, -0.765], [-1.881, 3.806, -1.129], [-4.088, -0.266, -1.822], [-3.103, -0.309, 2.338], [1.165, -3.881, 0.889], [-3.093, 0.194, 1.384], [-1.288, -2.930, -0.498], [-2.501, 2.092, 0.022], [2.918, -1.601, -1.547], [-0.230, 1.459, -0.743]], "forces_ev_per_a": [[0.0069, 0.0241, 0.0888], [-0.5495, 0.2199, 0.1635], [0.0193, -0.1011, 0.0247], [-0.0059, -0.0976, 0.2338], [-0.0642, 0.0007, -0.1324], [0.4461, -0.0191, -0.1543], [0.5283, -0.2840, -0.3266], [-0.0133, -0.0345, -0.0221], [0.0000, 0.0701, 0.0311], [-0.2889, -0.5154, -0.5498], [-0.1567, 0.2719, 0.1055], [0.0544, 0.0527, -0.0224], [-0.2258, 0.2330, -0.4520], [0.0795, 0.8508, 0.0907], [0.1092, -0.1051, -0.1609], [0.0949, 0.1004, 0.1110], [0.2068, -0.1345, 0.0940], [-0.2851, 0.0692, 0.0463], [0.0483, -0.0490, -0.2044], [-0.2070, -0.0318, 0.0684], [0.0266, -0.0482, 0.0502], [0.2418, -0.1070, -0.0439], [0.0810, 0.0909, 0.1642], [0.1985, -0.2380, 0.8522], [-0.0162, -0.1914, -0.0794], [-0.0355, 0.2720, -0.0576], [-0.0414, 0.0905, -0.1014], [0.0122, -0.0447, -0.0309], [0.0421, 0.0475, 0.1322], [-0.1396, 0.0404, 0.1165], [0.3623, -0.0056, 0.0314], [0.0115, 0.0620, -0.1103], [0.0264, 0.0893, -0.0091], [-0.0573, -0.2048, 0.0512], [-0.0571, -0.1194, -0.0528], [-0.0117, -0.0322, -0.1443], [0.0604, 0.0532, 0.1163], [-0.0185, -0.0097, 0.1007], [-0.0653, -0.0708, -0.0616], [-0.0254, -0.0747, 0.0862], [0.0372, -0.0630, -0.0241], [-0.0456, -0.0347, 0.0244], [-0.5015, -0.2224, 0.0417], [0.0690, 0.0580, -0.0835], [-0.0537, 0.0949, 0.0426], [0.1029, 0.0474, -0.0438]], "homo_ha": -0.4336, "smiles": "NC(=O)[C@@H]1CCC[N@@H+](C[C@H](O)COCc2ccc(Cl)cc2)C1", "homo_lumo_gap_ha": 0.35314, "charge": 1, "e_tot_ev": -38621.9457}

---

No. 2
{"formula": "C19H19F2NPt", "method": "ωB97M-V/def2-TZVPD", "symbols": ["H", "H", "C", "C", "C", "C", "F", "H", "H", "H", "C", "C", "C", "H", "C", "H", "H", "C", "C", "C", "F", "H", "H", "H", "Pt", "C", "N", "C", "C", "C", "H", "H", "C", "C", "C", "C", "H", "H", "H", "H", "H", "H"], "xyz": [[-2.488, 0.094, 4.130], [2.947, -0.283, 1.259], [-0.511, 0.997, -1.920], [2.672, -0.311, -2.285], [1.600, -0.089, 4.420], [-2.644, 0.091, 3.058], [3.851, -0.167, 3.723], [2.154, -2.093, -1.029], [0.085, -2.587, -1.987], [3.094, -0.792, -3.179], [-0.958, 0.271, -3.162], [-0.137, -0.111, 2.669], [-0.075, -0.943, -3.465], [0.751, -0.689, -4.148], [0.853, -0.203, 1.670], [-0.667, -1.712, -3.984], [-1.053, 0.930, -4.038], [0.424, -1.557, -2.165], [-3.903, 0.216, 2.495], [-2.899, 0.009, 0.323], [-0.643, 0.005, 5.020], [3.506, -0.144, -1.591], [1.881, -0.058, 5.467], [2.776, 1.820, -2.445], [0.257, -0.289, -0.361], [2.020, 1.041, -2.612], [-1.692, -0.115, 0.881], [2.519, -0.160, 3.391], [0.286, -0.057, 4.009], [0.860, 1.350, -1.682], [-4.772, 0.342, 3.138], [0.024, 1.290, 0.133], [1.697, -1.255, -1.578], [-4.045, 0.169, 1.106], [-1.525, -0.050, 2.227], [2.190, -0.224, 2.028], [-1.975, -0.108, -2.982], [-2.950, -0.009, -0.765], [-1.258, 1.681, -1.517], [0.998, 2.323, -1.193], [-5.009, 0.253, 0.617], [1.756, 1.125, -3.673]], "forces_ev_per_a": [[-0.2480, 0.0895, -0.2838], [0.2475, 0.0526, 0.2596], [0.5389, 0.3921, -1.1843], [0.0169, -0.2544, 0.6282], [-0.1925, 0.0281, -0.6752], [-0.1937, -0.0091, -0.3096], [-0.3811, -0.0557, -0.0551], [-0.0624, 0.5350, -0.1240], [-0.1438, 0.5498, 0.1660], [-0.1321, 0.0530, 0.1479], [-0.4826, -0.5655, -0.2145], [-1.2221, 0.1552, -0.0582], [-0.1307, -0.1508, -0.0602], [-0.1492, -0.0967, 0.3521], [0.8347, -0.0848, -0.2148], [0.1430, 0.3077, 0.0753], [0.1333, 0.1194, 0.2393], [0.6838, -0.7066, 0.3299], [0.0658, -0.0430, 1.4761], [-1.9076, 0.2033, 0.7750], [0.4568, 0.0147, -0.5036], [-0.1079, 0.0000, -0.2145], [-0.0425, 0.0197, -0.2290], [-0.2075, -0.1424, -0.0946], [-2.0639, 2.0387, 1.5785], [0.7185, -0.0327, 0.2773], [1.1871, -0.0666, -2.4494], [1.1372, -0.1324, -0.7026], [-0.3715, -0.1861, 0.5808], [-0.7827, 1.2405, -0.9682], [0.1879, -0.0502, -0.1413], [0.6501, -1.8528, 0.8027], [0.2400, -0.5917, -0.7975], [0.9001, -0.1537, -2.0865], [0.6991, -0.0730, 1.8310], [0.0137, 0.1642, 0.9491], [0.1843, 0.1495, 0.0286], [-0.0500, -0.0676, 0.2264], [0.1084, -0.1819, 0.1595], [-0.0351, -0.5707, 0.1555], [0.0826, 0.0290, 0.0588], [-0.3230, -0.0733, 0.2690]], "homo_ha": [-0.1455, -0.2826], "homo_lumo_gap_ha": [0.14160, 0.19103], "charge": 0, "e_tot_ev": -30176.8149, "multiplicity": 3, "s_squared": 2.023}

---

No. 3
{"formula": "C4H8O2S", "method": "ωB97M-V/def2-TZVPD", "symbols": ["S", "H", "H", "O", "H", "C", "H", "H", "C", "C", "C", "H", "O", "H", "H"], "xyz": [[0.684, 2.833, -0.709], [0.091, -1.096, 1.393], [-2.308, -1.705, 0.913], [-0.401, 0.905, 0.589], [2.693, 0.816, -0.604], [-0.566, -0.534, 0.704], [-2.371, -0.250, 2.039], [1.590, -0.683, 0.153], [-1.992, -0.581, 1.018], [1.781, 0.138, -0.711], [0.628, 1.238, -0.343], [-2.591, -0.168, 0.249], [1.638, -0.423, -1.871], [-0.470, -0.975, -0.306], [1.594, 0.485, -2.516]], "forces_ev_per_a": [[0.3316, -1.0996, -0.4843], [-0.1862, 0.8232, 0.0013], [0.4457, 1.6538, 0.5937], [3.6831, -0.6628, -2.0737], [-0.6999, -1.2957, 0.2102], [-0.5479, 0.4940, -0.8971], [0.8932, -0.1893, -1.3230], [1.4362, 1.8897, -1.9631], [-2.6763, -4.0130, 2.0090], [-1.1412, 2.0386, 6.6094], [-0.9053, 0.6417, 2.1431], [-0.3878, 1.0182, -0.6811], [-0.6299, 2.5140, -6.4383], [0.2516, 0.1083, 0.4767], [0.1332, -3.9212, 1.8172]], "homo_ha": -0.3278, "smiles": "CCOC(=S)CO", "homo_lumo_gap_ha": 0.32708, "charge": 0, "e_tot_ev": -19204.9362}

---

Repeat the third record exactly.
{"formula": "C4H8O2S", "method": "ωB97M-V/def2-TZVPD", "symbols": ["S", "H", "H", "O", "H", "C", "H", "H", "C", "C", "C", "H", "O", "H", "H"], "xyz": [[0.684, 2.833, -0.709], [0.091, -1.096, 1.393], [-2.308, -1.705, 0.913], [-0.401, 0.905, 0.589], [2.693, 0.816, -0.604], [-0.566, -0.534, 0.704], [-2.371, -0.250, 2.039], [1.590, -0.683, 0.153], [-1.992, -0.581, 1.018], [1.781, 0.138, -0.711], [0.628, 1.238, -0.343], [-2.591, -0.168, 0.249], [1.638, -0.423, -1.871], [-0.470, -0.975, -0.306], [1.594, 0.485, -2.516]], "forces_ev_per_a": [[0.3316, -1.0996, -0.4843], [-0.1862, 0.8232, 0.0013], [0.4457, 1.6538, 0.5937], [3.6831, -0.6628, -2.0737], [-0.6999, -1.2957, 0.2102], [-0.5479, 0.4940, -0.8971], [0.8932, -0.1893, -1.3230], [1.4362, 1.8897, -1.9631], [-2.6763, -4.0130, 2.0090], [-1.1412, 2.0386, 6.6094], [-0.9053, 0.6417, 2.1431], [-0.3878, 1.0182, -0.6811], [-0.6299, 2.5140, -6.4383], [0.2516, 0.1083, 0.4767], [0.1332, -3.9212, 1.8172]], "homo_ha": -0.3278, "smiles": "CCOC(=S)CO", "homo_lumo_gap_ha": 0.32708, "charge": 0, "e_tot_ev": -19204.9362}